The following is a DFT calculation (ωB97M-V/def2-TZVPD) of a cluster of 2 separate species, C5H10FNO2S in total in a non-equilibrium geometry.

Each atom is followed by the atoms it is bonded to, with distances in Å.
CARTESIAN COORDINATES (ANGSTROEM)
1 C 1.860 0.437 -1.087  C2 1.302, H11 1.104, H12 1.052
2 C 2.007 1.210 -0.050  C1 1.302, S10 1.741, H13 1.110
3 C -1.733 -1.617 -0.128  C4 1.535, H14 1.067, H15 1.115, H16 1.135
4 C -2.274 -0.282 -0.659  C3 1.535, C5 1.498, H17 1.098, H18 1.150
5 C -2.511 0.684 0.461  C4 1.498, N6 1.272, H20 1.096
6 N -1.670 1.480 0.985  C5 1.272, F9 1.372
7 O 1.596 -0.835 1.207  S10 1.456
8 O 3.994 0.076 1.370  S10 1.784, H19 0.943
9 F -0.357 1.509 0.588  N6 1.372
10 S 2.250 0.434 1.490  C2 1.741, O7 1.456, O8 1.784
11 H 1.623 0.953 -2.034  C1 1.104
12 H 1.740 -0.584 -0.864  C1 1.052
13 H 2.046 2.314 -0.162  C2 1.110
14 H -1.366 -1.405 0.851  C3 1.067
15 H -2.524 -2.397 -0.030  C3 1.115
16 H -0.904 -1.998 -0.804  C3 1.135
17 H -3.158 -0.342 -1.307  C4 1.098
18 H -1.418 0.110 -1.320  C4 1.150
19 H 4.313 -0.352 0.593  O8 0.943
20 H -3.513 0.606 0.900  C5 1.096

Calculated total energy ... -899.62134 a.u.
Highest occupied orbital energy ... -9.914 eV
ΔE to the lowest compared entry with this formula, charge and spin ... 298.7 kJ/mol
E_LUMO ... 0.0154 Ha